[1]
{
  "formula": "C14H9ClFN5O2",
  "method": "ωB97M-V/def2-TZVPD",
  "symbols": ["N", "C", "C", "C", "N", "N", "C", "N", "C", "O", "N", "C", "O", "C", "C", "C", "C", "C", "C", "F", "C", "Cl", "C", "H", "H", "H", "H", "H", "H", "H", "H", "H"],
  "coordinates": [[3.76, 1.04, 1.78], [2.96, 0.49, 1.12], [1.93, -0.10, 0.30], [2.18, -0.34, -1.02], [3.33, 0.01, -1.68], [1.28, -1.00, -1.86], [0.15, -1.55, -1.36], [-0.62, -2.34, -2.18], [-1.80, -2.88, -1.71], [-2.53, -3.48, -2.47], [-2.15, -2.80, -0.42], [-1.42, -1.98, 0.39], [-1.83, -1.76, 1.50], [-0.20, -1.35, -0.05], [0.58, -0.45, 0.86], [-0.17, 0.87, 1.13], [-0.48, 1.28, 2.43], [-1.26, 2.42, 2.67], [-1.68, 3.20, 1.56], [-2.56, 4.22, 1.71], [-1.29, 2.87, 0.27], [-1.72, 3.97, -1.07], [-0.49, 1.73, 0.09], [3.26, 0.25, -2.66], [3.98, 0.58, -1.13], [1.74, -1.51, -2.60], [-0.60, -2.27, -3.23], [-3.12, -3.00, -0.21], [0.70, -0.92, 1.82], [-0.20, 0.62, 3.26], [-1.60, 2.69, 3.67], [-0.13, 1.50, -0.91]],
  "e_above_lowest_kcal_mol": 0.0,
  "total_energy_ha": -1523.27487,
  "total_charge": 0,
  "e_lumo_ev": -0.058
}

---

[2]
{
  "formula": "C5H6LiNiO4",
  "method": "ωB97M-V/def2-TZVPD",
  "symbols": ["O", "C", "O", "O", "C", "Li", "H", "H", "C", "C", "H", "H", "Ni", "O", "C", "H", "H"],
  "coordinates": [[2.40, -1.24, 2.02], [1.26, -1.25, 1.50], [0.38, -2.11, 1.78], [1.02, -0.30, 0.58], [0.26, -0.60, -0.59], [1.72, -2.75, 3.06], [0.50, -1.63, -0.89], [-0.80, -0.67, -0.35], [0.48, 0.42, -1.74], [-0.45, 1.58, -1.58], [0.36, -0.16, -2.67], [1.52, 0.77, -1.73], [-3.77, 2.32, -2.00], [-2.58, 2.33, -0.81], [-1.38, 1.82, -0.63], [-0.45, 2.43, -2.30], [-1.23, 1.32, 0.35]],
  "e_above_lowest_kcal_mol": 31.4,
  "total_energy_ha": -2010.82451,
  "s2": 3.766,
  "total_charge": 0,
  "e_lumo_ev": [-0.550, -1.180],
  "spin_multiplicity": 4
}

---

[3]
{
  "formula": "C18H44NO16S6SrZr",
  "method": "ωB97M-V/def2-TZVPD",
  "symbols": ["Sr", "Zr", "S", "O", "O", "O", "O", "S", "O", "O", "O", "O", "O", "C", "O", "O", "H", "C", "C", "C", "C", "C", "C", "N", "O", "C", "C", "C", "H", "H", "H", "H", "H", "H", "H", "H", "H", "H", "H", "H", "H", "H", "H", "H", "H", "H", "H", "C", "S", "O", "C", "H", "H", "H", "H", "H", "H", "C", "S", "O", "C", "H", "H", "H", "H", "H", "H", "C", "S", "O", "C", "H", "H", "H", "H", "H", "H", "C", "S", "O", "C", "H", "H", "H", "H", "H", "H"],
  "coordinates": [[-1.44, 1.24, -4.56], [0.40, 3.65, -0.41], [-0.53, 0.93, -0.97], [-0.66, -0.24, -0.11], [-1.13, 0.64, -2.28], [-1.10, 2.14, -0.41], [0.70, 1.70, -0.92], [0.52, 4.04, -3.25], [-0.48, 3.99, -2.18], [0.41, 2.86, -4.09], [0.40, 5.29, -3.94], [1.52, 3.99, -2.14], [-3.47, 5.64, 0.68], [-2.44, 5.49, -0.10], [-1.45, 4.78, 0.15], [-2.30, 6.32, -1.04], [-3.88, 6.17, 0.00], [2.81, -0.68, 1.01], [2.42, -2.09, 1.47], [2.75, -2.12, 3.10], [2.29, -3.35, 3.90], [0.80, -3.39, 3.53], [0.24, -3.45, 2.03], [0.98, -2.48, 1.29], [0.44, -2.45, 0.03], [0.47, -4.89, 1.53], [-1.27, -3.23, 2.08], [3.44, -3.10, 0.76], [3.85, -0.53, 1.33], [2.14, 0.07, 1.42], [2.61, -0.72, -0.06], [3.82, -2.02, 3.24], [2.21, -1.28, 3.54], [2.26, -3.12, 4.97], [2.71, -4.33, 3.71], [0.38, -2.54, 4.08], [0.45, -4.26, 4.08], [1.49, -5.14, 1.24], [0.27, -5.62, 2.32], [-0.11, -5.17, 0.65], [-1.78, -3.46, 1.14], [-1.61, -3.99, 2.79], [-1.50, -2.24, 2.47], [4.46, -2.73, 0.78], [3.19, -3.20, -0.30], [3.37, -4.12, 1.14], [-0.01, -1.60, 0.05], [-6.18, 1.56, -3.02], [-4.89, 0.09, -3.02], [-3.82, 0.73, -3.88], [-4.35, 0.48, -1.21], [-7.15, 1.12, -2.79], [-6.34, 1.97, -4.02], [-5.96, 2.27, -2.23], [-5.25, 0.35, -0.62], [-3.96, 1.46, -0.92], [-3.68, -0.30, -0.86], [4.83, 2.66, -0.63], [3.95, 3.57, 0.70], [2.49, 3.22, 0.44], [4.59, 2.63, 2.15], [5.92, 2.74, -0.67], [4.54, 2.98, -1.63], [4.67, 1.58, -0.61], [5.67, 2.72, 2.04], [4.43, 1.57, 1.96], [4.09, 2.82, 3.10], [-1.69, -2.25, -3.43], [-2.06, -2.35, -5.22], [-1.96, -0.87, -5.53], [-0.53, -3.24, -5.71], [-0.76, -1.71, -3.26], [-1.56, -3.29, -3.15], [-2.34, -1.73, -2.73], [-0.96, -4.17, -6.09], [0.08, -3.55, -4.86], [0.00, -2.69, -6.48], [-0.37, 0.56, 2.86], [-0.21, 2.42, 2.95], [0.28, 2.92, 1.57], [-2.04, 2.85, 3.07], [0.61, 0.14, 2.63], [-1.11, 0.17, 2.17], [-0.65, 0.37, 3.90], [-2.43, 2.50, 2.11], [-2.17, 3.93, 3.19], [-2.39, 2.38, 3.99]],
  "e_above_lowest_kcal_mol": 0.0,
  "total_energy_ha": -4437.58272,
  "total_charge": 1,
  "e_lumo_ev": -2.453
}

---

[4]
{
  "formula": "C4H10S2",
  "method": "ωB97M-V/def2-TZVPD",
  "symbols": ["C", "C", "S", "S", "C", "C", "H", "H", "H", "H", "H", "H", "H", "H", "H", "H"],
  "coordinates": [[-2.89, 0.30, 0.93], [-1.99, 1.35, 1.35], [-0.50, -0.95, -1.01], [1.35, -1.09, 0.03], [2.08, 0.65, -0.18], [1.04, 1.76, -0.01], [-1.62, 0.18, 0.97], [-3.22, -0.61, 1.41], [-3.48, 0.27, 0.03], [-1.77, 1.28, 2.41], [-2.22, 2.29, 0.87], [2.48, 0.66, -1.20], [2.95, 0.73, 0.49], [0.21, 1.30, 0.52], [1.44, 2.48, 0.71], [0.66, 2.17, -0.94]],
  "e_above_lowest_kcal_mol": 129.4,
  "total_energy_ha": -954.57734,
  "total_charge": 0,
  "e_lumo_ev": -1.551
}